[1]
A 2-piece molecular cluster, C4H14NOS overall, computed with ωB97M-V with the def2-TZVPD basis set.

Output
gap between HOMO and LUMO	9.82	eV
E_LUMO	-3.101	eV
net charge	+1

Last column: Löwdin charge in e.
Geometry (Å):
C: 0.6873 0.2595 -1.9257  -0.0256
C: -0.3413 -0.0711 -0.8497  -0.3867
C: -0.4943 1.0450 0.1526  -0.2240
C: -1.4045 0.7351 1.3609  -0.5543
S: -2.9281 -0.1551 0.9864  0.7603
N: 0.0823 -1.3204 -0.1243  0.2080
H: 1.6169 0.5504 -1.4357  0.0872
H: 0.9176 -0.6290 -2.5395  0.0929
H: 0.2317 0.9021 -2.6737  0.0996
H: -1.3259 -0.2974 -1.2403  0.1219
H: -0.9186 1.9162 -0.3356  0.1298
H: 0.4868 1.3261 0.5390  0.1207
H: -0.8268 0.1356 2.0660  0.0686
H: -1.6253 1.6697 1.8652  0.0812
H: -3.5443 0.8724 0.3857  -0.1077
H: 0.9231 -1.2030 0.4678  0.1132
H: -0.6536 -1.5721 0.5483  0.1274
H: 0.1474 -2.1379 -0.7300  0.1768
H: 2.7983 -0.4058 1.8858  0.0761
H: 3.5086 -0.7882 0.5691  0.0735
O: 2.6629 -0.8322 1.0277  -0.0388

***

[2]
C6H7NO2 as an isolated structure, computed with ωB97M-V with the def2-TZVPD basis set.

Output
gap between HOMO and LUMO	9.66	eV
E_LUMO	0.817	eV

Last column: Löwdin charge in e.
Geometry (Å):
C: -1.2421 -1.7815 0.0214  -0.0251
C: -0.2291 -1.8229 -1.1467  -0.5064
C: 0.5526 0.4272 -0.3600  -0.2854
C: -0.0503 1.7000 -0.3244  -0.0445
C: 0.3620 2.2900 0.8242  -0.1311
C: 1.2536 1.4445 1.4248  -0.1575
H: -1.9082 -2.7518 -0.0128  0.0980
H: -1.9684 -0.9687 0.0106  0.0473
H: -0.7741 -1.6844 1.3010  0.1822
H: 1.1017 -0.6445 -1.8961  0.0611
H: -0.7984 2.0445 -1.2373  0.1781
H: 0.0490 3.2042 1.4313  0.1346
H: 1.8610 1.5599 2.4184  0.1605
N: 0.4676 -0.6168 -1.2707  0.1496
O: -0.0831 -2.7032 -1.9337  0.0959
O: 1.4063 0.3033 0.7501  0.0427

***

[3]
One molecule with the formula C11H9NO2, computed with ωB97M-V with the def2-TZVPD basis set.

Output
gap between HOMO and LUMO (alpha / beta)	7.54 / 6.64	eV
E_LUMO (alpha / beta)	-0.198 / -0.185	eV

Last column: Löwdin charge in e.
Geometry (Å):
C: 2.9039 0.0506 0.5250  0.1377
C: 1.7935 0.2680 0.0125  -0.1312
C: -1.5278 -1.7632 2.2933  -0.0798
C: -0.4305 -2.5683 1.9982  -0.0472
C: -1.8546 -0.7160 1.4590  -0.0158
C: 0.4348 -2.2050 0.9269  -0.0780
C: -1.0527 -0.3055 0.3662  -0.1184
C: -0.0159 -1.1657 0.2074  -0.0008
C: -1.2294 0.9970 -0.3651  -0.3439
C: 1.1384 0.8813 -1.0691  -0.3082
C: -0.3996 2.4912 -2.1262  0.0425
N: -0.1048 1.4468 -1.0637  -0.0017
O: -2.2313 1.6913 -0.4556  0.0732
O: 1.5211 0.6785 -2.3772  0.0481
H: 3.7094 -0.2724 1.1158  0.0145
H: -2.1832 -2.0902 3.0308  0.0846
H: -0.1012 -3.3421 2.6062  0.0796
H: -2.6615 -0.0847 1.8661  0.1268
H: 1.2912 -2.8304 0.5959  0.1232
H: -1.1366 3.0183 -1.6507  0.0515
H: 0.3912 3.1527 -2.3945  0.0942
H: -0.7778 1.9594 -2.9306  0.0794
H: 2.5237 0.7083 -2.5708  0.1697

***

[4]
An isolated ion of composition C6H15N2 and charge +1, computed with ωB97M-V with the def2-TZVPD basis set.

Output
SMILES	CCCCCNC=[NH2+]
gap between HOMO and LUMO	10.68	eV
E_LUMO	-3.738	eV
net charge	+1

Last column: Löwdin charge in e.
Geometry (Å):
C: -0.9425 2.9028 -1.4396  -0.1086
C: -1.2470 2.0649 -0.1984  -0.2566
C: -1.0265 0.5647 -0.4323  -0.2189
C: 0.4469 0.1785 -0.6099  -0.1868
C: 1.1289 -0.1941 0.6811  -0.1261
N: 0.6412 -1.5104 1.2037  0.0937
C: 1.1481 -2.6233 0.7861  -0.1221
N: 0.8364 -3.8173 1.2882  0.1875
H: -1.4157 3.8797 -1.3214  0.0768
H: -1.4502 2.4542 -2.3014  0.0800
H: 0.0862 3.1055 -1.7316  0.0705
H: -2.2674 2.2522 0.1260  0.1091
H: -0.6299 2.4471 0.6157  0.1049
H: -1.5707 0.0215 0.3471  0.1020
H: -1.5316 0.2852 -1.3619  0.1137
H: 0.8951 1.0663 -1.0674  0.1153
H: 0.5649 -0.5635 -1.4068  0.1187
H: 2.2131 -0.2784 0.7044  0.1298
H: 0.8313 0.5375 1.4296  0.1318
H: -0.1848 -1.4870 1.7326  0.1480
H: 2.1259 -2.6640 0.3135  0.1744
H: -0.0428 -4.0421 1.7085  0.1318
H: 1.3910 -4.5801 0.9341  0.1310

***

[5]
One molecule with the formula C5H14N2, computed with ωB97M-V with the def2-TZVPD basis set.

Output
SMILES	CNCC[C@@H](C)N
gap between HOMO and LUMO	9.49	eV
E_LUMO	1.035	eV

Last column: Löwdin charge in e.
Geometry (Å):
C: -1.9105 -0.4253 1.4478  -0.1094
C: -0.4848 -0.6620 1.5480  -0.4514
C: 0.3075 -0.8808 0.1110  -0.1244
C: 0.0022 0.3308 -0.8470  -0.2311
C: 1.3671 1.8806 -2.4628  -0.1994
N: 1.1644 0.6709 -1.7316  -0.1709
N: -0.0027 -1.6063 2.6648  0.0178
H: -2.1448 0.6292 1.6134  0.0812
H: -2.3162 -0.7210 0.4941  0.0674
H: -2.5867 -0.8967 2.2102  0.0953
H: 0.0665 0.2741 1.9363  0.1381
H: -0.1294 -1.9057 -0.1933  0.1256
H: 1.3764 -0.8562 0.3706  0.0944
H: -0.1999 1.2565 -0.3061  0.1011
H: -0.9462 0.3525 -1.4181  0.1070
H: 0.4693 2.4274 -2.8952  0.0607
H: 2.0058 1.6071 -3.5456  0.1380
H: 1.9581 2.7201 -1.9204  0.0770
H: 1.3494 -0.1563 -2.2638  0.0829
H: 1.0131 -1.5038 2.5322  0.0616
H: -0.3585 -2.5350 2.6556  0.0384

***

Calculated energy above the lowest of the compared OMol25 structures with the same formula, charge and spin, 0.142 2.427 3.914 0.759 2.692 eV (same order as the records).
Calculated F_max, 1.6 7.9 3.0 2.8 5.2 eV/A (same order as the records).